{"formula": "C13H4Cl5CuNO4", "method": "wB97M-V/def2-TZVPD", "charge": -1, "energy_ha": -4794.988853, "spin_multiplicity": 1, "e_homo_ev": -5.65, "species": ["Cu", "Cl", "C", "C", "C", "Cl", "C", "Cl", "C", "Cl", "C", "Cl", "O", "C", "O", "C", "C", "C", "C", "C", "C", "N", "O", "O", "H", "H", "H", "H"], "xyz": [[-0.561932, 2.337628, -0.044930], [-1.368135, 1.824140, 3.148528], [0.384607, 1.674097, 2.663887], [0.705550, 1.916109, 1.314543], [2.017105, 1.686489, 0.993282], [2.482687, 1.835037, -0.660456], [2.982911, 1.259864, 1.888536], [4.571409, 0.774737, 1.277214], [2.615554, 1.026277, 3.204033], [3.782058, 0.415826, 4.331741], [1.312585, 1.271621, 3.610771], [0.801695, 1.009595, 5.236782], [-1.925058, 1.901793, -3.614230], [-1.708938, 1.691038, -2.431559], [-1.644525, 2.583459, -1.515040], [-1.446666, 0.223923, -2.028777], [-1.651082, -0.204261, -0.717905], [-1.451127, -1.486969, -0.342316], [-1.024617, -2.394729, -1.305999], [-0.778928, -1.993197, -2.611313], [-1.009405, -0.690610, -2.984207], [-0.740575, -3.762937, -0.947506], [-0.943831, -4.133380, 0.196898], [-0.300787, -4.495830, -1.796162], [-1.975136, 0.517366, -0.003041], [-1.700897, -1.790748, 0.649699], [-0.507415, -2.684715, -3.475140], [-0.917110, -0.311623, -4.037333]], "atomic_forces_ev_per_a": [[0.4, 0.1, 0.4], [1.4, 0.0, -0.4], [-0.9, 0.3, -0.7], [-1.2, 0.0, 1.2], [0.6, -0.1, -0.2], [0.1, 0.2, -0.7], [0.7, -0.8, -0.3], [-0.6, 0.4, 0.7], [0.7, 0.0, 0.3], [-0.1, 0.1, 0.0], [-0.7, 0.0, 0.1], [0.3, -0.1, 0.2], [-0.2, 0.0, -0.2], [0.4, -0.2, -0.3], [-0.4, -0.1, -0.2], [0.0, 0.3, 0.1], [-0.1, 1.1, -0.9], [0.0, -1.3, -0.2], [0.3, 0.6, -0.2], [0.1, -1.2, -2.0], [-0.4, 1.3, -0.6], [-0.2, -0.5, 0.8], [-0.2, 0.4, 0.2], [0.4, -0.5, -0.9], [-0.3, 0.3, 0.5], [0.2, -0.3, 0.5], [-0.2, 0.6, 1.8], [0.0, -0.6, 1.2]]}

{"formula": "C3H3O3", "method": "wB97M-V/def2-TZVPD", "charge": -1, "energy_ha": -341.810933, "spin_multiplicity": 1, "e_homo_ev": -2.44, "species": ["C", "O", "C", "C", "O", "O", "H", "H", "H"], "xyz": [[-1.412397, 0.762623, -0.124646], [0.099807, -1.145133, -0.050469], [0.789689, -0.039612, -0.033094], [-1.550416, -0.643313, 0.182314], [0.008149, 1.049348, 0.100206], [2.006884, 0.042840, 0.041020], [-1.567393, 0.943481, -1.203506], [-1.676578, -0.903804, 1.243257], [-2.176070, -1.226029, -0.501685]], "atomic_forces_ev_per_a": [[0.0, -0.4, -0.8], [-0.9, -0.9, -0.3], [-0.4, 0.1, 1.4], [1.1, 0.9, 0.0], [-0.2, 0.7, 0.2], [-0.1, 0.0, -0.6], [0.0, -0.1, 0.2], [0.5, -0.3, -0.4], [0.0, 0.0, 0.3]]}

{"formula": "C3H5OP", "method": "wB97M-V/def2-TZVPD", "energy_ha": -533.664897, "spin_multiplicity": 3, "e_homo_ev": [-7.57, -9.16], "species": ["C", "C", "C", "O", "P", "H", "H", "H", "H", "H"], "xyz": [[1.892052, -0.860659, -0.234929], [-0.547558, -0.507512, 0.344302], [-1.539195, 0.500109, 0.711352], [0.618919, 1.254182, -1.676467], [0.600806, -0.057927, -0.903992], [1.789401, -1.858612, 0.136131], [2.832095, -0.361467, -0.456528], [-1.973976, -0.063446, -0.096037], [-2.017935, 0.327746, 1.660960], [-1.654609, 1.627586, 0.515207]], "atomic_forces_ev_per_a": [[1.0, 1.2, -1.5], [2.0, 2.7, -0.6], [-1.3, 0.3, 0.3], [-0.4, -2.3, 1.5], [0.5, 0.6, 0.6], [0.1, -0.2, 0.3], [0.3, -0.8, 0.1], [-3.2, 0.6, -0.7], [-0.3, -0.4, 0.3], [1.4, -1.7, -0.1]]}

{"formula": "C49H28AsF4N5S4Tc", "method": "wB97M-V/def2-TZVPD", "charge": 2, "energy_ha": -6465.965514, "spin_multiplicity": 4, "e_homo_ev": [-12.75, -12.75], "species": ["Tc", "S", "C", "C", "C", "C", "C", "C", "S", "C", "C", "C", "C", "C", "C", "C", "S", "C", "C", "C", "C", "C", "C", "S", "N", "H", "H", "H", "H", "H", "H", "H", "H", "H", "H", "H", "H", "H", "H", "H", "C", "C", "C", "C", "C", "C", "As", "C", "C", "C", "C", "C", "C", "C", "C", "C", "C", "C", "C", "H", "H", "H", "H", "H", "H", "H", "H", "H", "H", "H", "H", "H", "F", "C", "C", "F", "C", "C", "C", "F", "C", "C", "C", "N", "C", "N", "F", "C", "C", "N", "C", "N"], "xyz": [[-0.099572, -0.105737, -0.387523], [0.349716, -2.320905, -0.249972], [2.044709, -2.505666, -0.716717], [2.619896, -3.685972, -1.157960], [3.980537, -3.695303, -1.426951], [4.744474, -2.558005, -1.212464], [4.176419, -1.405887, -0.677625], [2.818121, -1.360068, -0.426631], [2.075403, -0.034932, 0.544569], [2.494775, 1.560751, -0.269587], [1.305417, 2.496815, -0.291527], [1.490967, 3.863446, -0.261201], [0.385056, 4.692935, -0.393925], [-0.875718, 4.144639, -0.558046], [-1.004876, 2.766861, -0.561638], [-2.328663, 2.070731, -0.691355], [-2.187182, 0.449031, -1.516108], [-1.691557, 0.838039, -3.171452], [-2.616896, 1.383674, -4.052657], [-2.251062, 1.608350, -5.370113], [-0.979953, 1.253206, -5.805870], [-0.068619, 0.681848, -4.933482], [-0.415905, 0.479623, -3.599327], [0.792042, -0.237556, -2.525858], [0.067413, 1.975069, -0.417456], [2.028965, -4.575933, -1.310109], [4.441569, -4.597091, -1.804475], [5.804794, -2.575877, -1.424645], [4.801410, -0.555680, -0.436329], [2.800579, 1.327872, -1.291529], [3.323189, 2.011016, 0.273277], [2.482703, 4.274702, -0.138565], [0.511984, 5.767079, -0.380895], [-1.748544, 4.770670, -0.676427], [-3.057352, 2.680728, -1.222783], [-2.727956, 1.840397, 0.302414], [-3.618620, 1.618770, -3.716061], [-2.962459, 2.039882, -6.059624], [-0.699420, 1.412711, -6.837772], [0.914388, 0.392826, -5.281043], [2.304205, 4.325629, 6.504489], [2.186588, 2.962103, 6.726805], [1.665336, 2.133020, 5.741370], [1.269354, 2.674263, 4.525122], [1.402109, 4.041461, 4.297502], [1.909611, 4.867415, 5.288649], [0.540340, 1.604785, 3.082163], [0.345068, -0.142160, 3.884331], [1.326361, -1.107244, 4.053714], [0.984491, -2.346787, 4.584537], [-0.334100, -2.611484, 4.934723], [-1.318634, -1.645945, 4.767235], [-0.983959, -0.403577, 4.240834], [-1.935882, 0.691392, 3.947698], [-3.308654, 0.655439, 4.168224], [-4.091837, 1.743302, 3.809355], [-3.516079, 2.872117, 3.235217], [-2.145844, 2.912450, 3.005431], [-1.363591, 1.823465, 3.359247], [2.699705, 4.968057, 7.279149], [2.492459, 2.540277, 7.674654], [1.556614, 1.073693, 5.936821], [1.102930, 4.472995, 3.346868], [2.000172, 5.931051, 5.113681], [2.359484, -0.897488, 3.797554], [1.746811, -3.098465, 4.740978], [-0.597934, -3.572975, 5.354516], [-2.338080, -1.872386, 5.050526], [-3.773534, -0.210565, 4.622274], [-5.157309, 1.718723, 3.993130], [-4.133631, 3.724818, 2.985005], [-1.696137, 3.802005, 2.576909], [-3.840917, -5.144819, 0.271498], [-2.760813, -4.816460, -0.417210], [-2.550909, -5.458928, -1.615058], [-3.419319, -6.380555, -1.963137], [-1.510262, -5.111238, -2.508263], [-0.665505, -4.113146, -2.037106], [-0.796728, -3.534350, -0.773222], [0.499048, -2.798054, 1.258543], [-1.943590, -3.774492, 0.049242], [-2.344959, -3.021804, 1.222780], [-1.919317, -1.719155, 1.300753], [-1.447696, -0.658561, 1.135042], [-3.150539, -3.522601, 2.284030], [-3.757170, -3.872102, 3.195543], [0.315389, -3.657151, -2.812739], [-1.355553, -5.732093, -3.805018], [-2.173793, -6.792657, -4.248199], [-2.823539, -7.650274, -4.662396], [-0.361459, -5.312234, -4.720011], [0.443020, -4.966513, -5.469498]], "atomic_forces_ev_per_a": [[-0.2, 0.4, -0.3], [0.2, -0.5, 0.0], [-0.1, 0.0, 0.2], [0.0, 0.1, -0.1], [0.0, 0.0, 0.0], [0.0, 0.0, 0.0], [0.0, 0.0, 0.0], [0.1, 0.0, 0.0], [0.0, 0.0, -0.1], [0.0, 0.0, 0.0], [0.0, 0.0, 0.0], [0.0, 0.0, 0.0], [0.0, 0.0, 0.0], [0.0, -0.1, 0.0], [0.0, 0.0, 0.0], [0.0, 0.1, 0.0], [0.2, 0.0, 0.2], [-0.1, 0.0, 0.0], [0.0, 0.0, 0.0], [0.0, 0.0, 0.0], [0.0, 0.0, 0.0], [0.0, 0.0, 0.0], [0.1, 0.0, 0.0], [-0.2, 0.0, 0.1], [0.0, 0.1, 0.0], [-0.1, 0.0, 0.0], [0.0, 0.0, 0.0], [0.0, 0.0, 0.0], [0.0, 0.0, 0.0], [0.0, 0.0, 0.0], [0.0, 0.0, 0.0], [0.0, 0.0, 0.0], [0.0, 0.0, 0.0], [0.0, 0.0, 0.0], [0.0, 0.0, 0.0], [0.0, 0.0, 0.0], [0.0, 0.0, 0.0], [0.0, 0.0, 0.0], [0.0, 0.0, 0.0], [0.0, 0.0, 0.0], [0.0, 0.0, 0.0], [0.0, 0.0, 0.0], [0.0, 0.0, 0.1], [0.0, 0.0, 0.0], [0.0, 0.0, 0.0], [0.0, 0.0, 0.0], [0.1, 0.0, 0.0], [0.0, 0.0, 0.0], [0.0, 0.0, 0.0], [0.0, 0.0, 0.0], [0.0, 0.0, 0.0], [0.0, 0.0, 0.0], [-0.1, 0.0, -0.1], [0.1, -0.1, 0.0], [0.0, 0.0, 0.0], [0.0, 0.0, 0.0], [0.0, 0.0, 0.0], [0.0, 0.0, 0.0], [0.0, 0.0, 0.0], [0.0, 0.0, 0.0], [0.0, 0.0, 0.0], [0.0, 0.0, 0.0], [0.0, 0.0, 0.0], [0.0, 0.0, 0.0], [0.0, 0.0, 0.0], [0.0, 0.0, 0.0], [0.0, 0.0, 0.0], [0.0, 0.0, 0.0], [0.0, 0.0, 0.0], [0.0, 0.0, 0.0], [0.0, 0.0, 0.0], [0.0, 0.0, 0.0], [0.0, 0.0, 0.0], [0.0, -0.1, -0.1], [-0.1, 0.0, 0.1], [0.0, 0.0, 0.0], [0.0, -0.1, -0.1], [0.0, 0.0, 0.0], [0.0, 0.1, 0.0], [0.0, 0.0, -0.1], [0.0, 0.0, 0.1], [0.1, 0.0, 0.0], [-0.2, 0.2, -0.1], [0.0, -0.1, 0.2], [0.1, 0.0, -0.1], [0.0, 0.0, 0.0], [0.1, 0.0, 0.0], [0.0, 0.0, 0.1], [0.0, 0.1, 0.0], [0.0, -0.1, 0.0], [0.0, 0.0, 0.1], [0.0, 0.0, 0.0]]}

{"formula": "C8H16N2O", "method": "wB97M-V/def2-TZVPD", "energy_ha": -498.942946, "spin_multiplicity": 1, "e_homo_ev": [-6.91, -9.33], "species": ["C", "C", "C", "C", "C", "C", "C", "C", "N", "N", "O", "H", "H", "H", "H", "H", "H", "H", "H", "H", "H", "H", "H", "H", "H", "H", "H"], "xyz": [[-0.053452, 0.986155, 0.592424], [-1.310566, 0.452962, -0.016827], [1.332810, 0.604592, -0.025201], [-1.537194, -1.046439, -0.035529], [1.648592, 1.032800, -1.472972], [2.389718, 1.116666, 0.985962], [-1.547550, -1.776164, -1.277860], [-1.390825, -1.680760, 1.325134], [2.318484, -1.448153, -0.162576], [1.284910, -0.824382, 0.124589], [2.581785, -2.641265, -0.067688], [0.040216, 2.061194, 0.892664], [-0.112587, 0.557279, 1.657099], [-2.203122, 0.946066, 0.510811], [-1.315140, 0.967277, -0.942889], [1.697099, 2.153828, -1.517599], [0.923503, 0.461451, -2.076736], [2.746132, 0.766759, -1.744196], [3.259609, 0.399470, 0.993265], [1.983474, 1.262759, 2.063503], [2.709196, 1.997443, 0.553385], [-0.635503, -1.940544, -1.806442], [-2.254869, -1.168168, -1.912244], [-1.843509, -2.739900, -0.973616], [-1.109226, -2.666463, 1.224818], [-2.500950, -1.827723, 1.716304], [-0.806071, -1.331841, 2.132172]], "atomic_forces_ev_per_a": [[1.2, 0.2, 3.1], [-1.8, 1.1, 0.2], [-0.3, 0.3, 1.8], [2.4, 2.7, 2.4], [1.5, 0.1, 0.7], [-0.3, -2.0, 1.3], [-1.4, 1.1, -0.4], [-4.3, -0.2, -0.7], [-0.7, -1.2, 0.4], [1.1, -2.2, -0.7], [-0.2, 1.4, -0.3], [-0.8, -0.4, -1.0], [0.9, 0.3, -1.3], [1.1, -0.6, -0.3], [-0.6, -0.2, -1.8], [-0.9, -1.0, -0.4], [0.4, 0.9, -0.4], [-1.9, -0.1, 0.5], [-0.8, 0.8, 0.2], [0.7, -0.3, -2.0], [1.0, 2.3, -0.2], [1.1, 0.4, -0.4], [0.5, -1.3, 0.0], [-1.1, -1.5, -0.5], [0.8, -2.4, -0.4], [1.8, 0.5, -0.2], [0.6, 1.2, 0.4]]}